Entry 1:
23
Properties=species:S:1:pos:R:3:forces:R:3 method="wB97M-V/def2-TZVPD" charge=+1 relative_energy_kcal_mol=17.6
Cs 3.8822 -1.8380 0.3135 -0.114 0.068 -0.097
C -0.4662 -0.6584 2.2636 0.708 -0.015 -0.392
C 0.5049 -0.5881 1.0805 0.919 -0.302 -0.149
N 0.1673 0.2003 -0.1075 -0.734 -1.215 0.236
C -0.7745 -0.5640 -0.9691 0.365 0.278 0.373
C -0.0553 -1.6135 -1.7912 0.656 -0.031 -1.283
C -0.3253 1.5339 0.2538 1.005 0.261 -0.663
C 0.0337 2.5396 -0.8465 -0.639 -0.754 -0.159
H -1.2788 -1.3270 1.9898 -0.230 0.144 0.213
H -0.8336 0.3178 2.5660 -0.085 -0.038 0.059
H 0.0990 -1.1051 3.0832 -0.297 0.004 0.190
H 1.5386 -0.3154 1.3506 -0.308 0.790 0.715
H 0.7138 -1.6342 0.8290 -0.491 -0.169 -0.642
H -1.5641 -1.0827 -0.4078 0.045 0.195 0.286
H -1.3100 0.1613 -1.5818 0.231 -0.110 -0.291
H -0.6370 -1.8828 -2.6780 -0.231 -0.277 0.333
H 0.8835 -1.2716 -2.2520 -0.147 0.524 0.287
H 0.2432 -2.5287 -1.2774 -0.484 -0.030 0.301
H 0.2607 1.8358 1.1246 -0.453 0.024 0.291
H -1.3984 1.5516 0.4524 -0.047 -0.024 0.270
H 1.1154 2.5989 -0.9393 0.012 0.372 0.106
H -0.4623 3.4860 -0.6436 0.358 0.230 -0.020
H -0.3367 2.1843 -1.8128 -0.040 0.074 0.038

Entry 2:
81
Properties=species:S:1:pos:R:3:forces:R:3 method="wB97M-V/def2-TZVPD" charge=0 relative_energy_kcal_mol=139.9
N 1.8673 0.8289 -2.8183 -2.953 1.828 2.031
C 2.5964 1.4397 -3.6912 -4.529 5.141 -4.727
N 3.7380 0.8537 -3.9204 4.640 -0.103 -1.759
O 1.9762 2.3670 -4.4602 3.660 -3.802 2.923
H 0.9383 1.3137 -2.7364 0.956 -1.129 0.769
H 2.3201 0.2711 -2.1405 -0.170 -0.858 1.262
H 4.1999 1.1925 -4.7703 0.077 -0.115 0.768
H 4.3291 0.3630 -3.2269 -0.875 0.740 -0.490
N 3.2094 -1.9091 -4.6758 7.717 -0.365 -1.807
C 2.0105 -2.3035 -4.5874 -3.272 -8.235 -1.893
N 1.2686 -1.4339 -4.0113 -4.506 2.343 1.671
O 1.6151 -3.5828 -4.9460 1.691 6.007 1.415
H 3.8683 -2.6263 -5.0320 -0.732 0.864 0.406
H 3.6335 -0.9941 -4.4372 -1.311 -1.173 -0.360
H 0.2479 -1.5889 -4.0491 0.959 -0.022 0.187
H 1.6060 -0.4900 -3.6825 -0.734 -1.571 -0.875
N 1.5022 -0.5696 3.9620 7.734 -2.272 3.174
C 0.4352 -0.4918 3.3218 -1.028 -1.986 -9.799
N -0.4899 -0.0140 3.9847 -8.421 3.179 2.724
O 0.3104 -0.7674 1.9906 0.715 0.996 5.001
H 2.2867 -1.0889 3.5600 -0.401 0.474 0.157
H 1.5093 -0.5077 4.9883 0.064 -0.127 -0.918
H -1.4335 0.1038 3.5397 1.180 -0.621 0.138
H -0.5060 0.1688 4.9776 0.506 -0.182 -0.145
C -0.3368 2.0091 0.0243 0.369 0.448 -1.688
C -0.5570 0.6450 -0.7104 0.278 1.189 2.128
O -0.8388 0.8603 -2.0625 -0.443 1.079 -0.263
H 0.6465 2.5032 -0.2462 -1.267 -0.303 0.061
H -0.3677 1.9511 1.0883 0.229 -0.731 0.851
H -1.2239 2.6687 -0.1833 1.022 -0.387 -0.352
H -1.3468 0.2112 -0.1024 -0.567 -0.470 -0.528
H 0.2560 -0.0573 -0.6719 0.745 0.003 0.574
H -1.2102 0.0528 -2.3902 -0.163 -0.863 -0.708
C -2.3486 -2.7921 1.4817 0.582 -0.058 -0.868
C -1.5210 -3.2997 2.6661 -1.157 1.176 -1.413
O -0.2159 -3.3678 2.2829 2.127 -0.968 -0.120
H -1.8106 -1.9389 0.9748 -0.479 -0.816 0.698
H -3.3243 -2.4515 1.7697 -0.680 0.178 0.250
H -2.4640 -3.5906 0.7404 0.002 0.105 0.012
H -1.8892 -4.1857 3.1217 -0.179 -1.242 -0.073
H -1.6007 -2.5791 3.4136 -0.417 1.510 1.704
H 0.0866 -2.4397 2.2049 0.057 -0.201 -0.437
C -3.8133 1.5277 4.5721 1.900 1.685 -0.602
C -3.0333 1.5558 3.1805 -1.149 1.074 2.623
O -2.9689 0.2109 2.8627 0.500 -1.084 -1.046
H -3.9909 2.5757 4.8789 0.067 -0.508 0.264
H -3.2049 0.9848 5.3432 -0.594 0.505 -0.691
H -4.7548 1.0509 4.4256 -0.609 -0.481 -0.063
H -2.0316 2.0950 3.2967 -1.142 -0.838 -0.392
H -3.6552 2.0121 2.4164 0.158 0.752 0.072
H -3.4503 0.1463 2.0276 0.465 -0.618 -0.367
C 1.7300 -2.2559 -0.3177 1.055 1.200 0.975
O 2.3855 -1.7911 -1.4647 -0.003 0.196 -1.690
H 2.1662 -1.6049 0.4321 -0.067 -0.357 0.693
H 1.8836 -3.2742 -0.0476 0.450 -0.998 -0.183
H 0.6934 -2.0719 -0.2390 -1.383 0.261 -0.487
H 1.8741 -1.8927 -2.3020 0.124 -0.433 0.880
C 3.0069 1.0152 0.5607 -1.820 2.519 -0.898
O 4.1904 0.4606 0.8743 1.945 -1.124 0.902
H 2.6285 0.6766 -0.3895 -0.501 -0.504 -0.145
H 3.0554 2.1232 0.4433 0.187 -0.289 0.138
H 2.2995 0.8755 1.3410 -0.741 -0.614 0.512
H 4.8111 0.8828 0.2993 1.022 -0.004 -0.258
C 1.5722 3.0779 3.4013 -1.188 -1.615 -1.039
O 2.0777 2.1518 4.3120 0.264 -1.147 0.689
H 0.5858 3.2872 3.7425 -1.177 0.784 -0.091
H 1.4819 2.5472 2.4304 0.117 0.886 0.079
H 2.1088 3.9827 3.3251 1.006 0.756 0.044
H 1.5171 1.3566 4.1529 1.162 0.947 0.350
C -1.2869 0.0988 -4.9383 1.081 0.198 -1.627
O -1.4077 -1.1424 -4.2587 -1.118 0.093 1.414
H -1.9138 -0.1161 -5.8223 0.966 1.044 -0.417
H -0.1577 0.3395 -5.1064 -2.179 -0.710 -0.173
H -1.6784 0.9817 -4.4476 -0.282 -0.059 0.603
H -2.3629 -1.3505 -4.2393 0.863 -0.149 0.027
C -3.7809 1.0723 -1.0433 0.622 0.627 -0.845
O -3.9315 0.2925 0.1162 -0.572 -1.270 -0.072
H -3.4388 2.0851 -0.8129 0.285 -0.386 0.276
H -4.7022 1.2151 -1.5455 -1.348 0.102 -0.379
H -3.1248 0.6279 -1.8052 0.104 0.117 0.559
H -4.3522 -0.5427 -0.1954 0.507 0.784 0.686

Entry 3:
121
Properties=species:S:1:pos:R:3:forces:R:3 method="wB97M-V/def2-TZVPD" charge=-1 spin_multiplicity=6
Fe 36.3387 -2.2243 19.8764 -0.668 0.513 -0.086
Sn 32.6577 -2.9590 22.0463 2.974 0.304 -2.218
S 35.0533 -0.0512 20.9499 -0.183 -0.554 -1.417
O 33.9728 0.5568 20.2271 0.207 0.330 0.408
O 34.7958 -1.5708 21.0354 -2.031 -0.515 2.350
O 36.2976 -0.2656 20.1142 0.928 1.505 -0.319
O 35.3857 0.5704 22.2212 0.043 -0.140 -0.154
S 36.2577 -4.2659 21.6176 -0.033 2.085 -1.431
O 35.8836 -4.1492 20.1755 -0.607 -2.312 -0.653
O 35.0491 -4.2713 22.4354 -0.680 -0.350 0.517
O 37.1659 -5.3710 21.9086 -0.608 0.187 0.121
O 36.9493 -2.9359 21.6702 1.352 -0.004 2.002
S 33.6710 -2.6075 18.1310 -0.848 0.321 0.381
O 33.2057 -1.5209 17.3106 0.303 -0.216 0.277
O 32.9795 -2.6212 19.4724 -0.372 -0.353 0.443
O 33.5220 -3.9222 17.4670 0.251 0.300 0.120
O 35.1631 -2.4776 18.4212 0.159 0.485 -0.749
C 37.3908 -0.4590 17.1214 -0.032 -0.109 0.700
C 38.4324 -0.7096 18.2086 0.066 0.724 -0.290
N 38.2324 -1.9247 19.0164 0.749 -1.254 -0.543
C 39.3244 -2.0433 20.0292 0.894 1.135 -0.206
C 39.2623 -1.0031 21.1382 -0.255 0.058 0.354
C 38.3248 -3.1483 18.1407 0.159 -0.688 -0.407
C 39.5078 -3.2306 17.1835 0.659 1.071 0.023
H 37.4853 -1.2043 16.3327 -0.042 0.172 -0.191
H 37.5733 0.5518 16.7584 -0.039 -0.103 -0.331
H 36.3734 -0.4933 17.5074 -0.001 0.012 -0.002
H 39.4037 -0.7326 17.7000 0.121 -0.405 0.230
H 38.5187 0.1423 18.8788 -0.433 -0.045 0.130
H 39.4367 -3.0501 20.4206 -0.616 -0.053 0.033
H 40.2694 -1.8638 19.4994 -0.048 -0.086 -0.075
H 40.0117 -1.2556 21.8906 -0.035 -0.057 0.001
H 39.4631 0.0213 20.8226 0.110 -0.110 -0.276
H 38.2881 -0.9682 21.6195 0.030 -0.149 0.105
H 37.4316 -3.2916 17.5311 -0.135 0.419 0.405
H 38.3800 -4.0080 18.8106 -0.149 0.048 0.061
H 40.4379 -2.9229 17.6684 0.074 -0.377 0.117
H 39.4140 -2.5169 16.3595 -0.260 -0.133 -0.101
H 39.6279 -4.2170 16.7434 -0.159 -0.019 0.287
C 32.4749 -5.2098 28.4808 -0.139 0.256 0.541
C 32.1393 -6.6509 28.1116 0.484 0.793 -0.302
N 32.3012 -6.9231 26.6784 0.386 -0.685 0.038
C 32.0336 -8.3604 26.4850 -1.007 0.082 0.176
C 30.5473 -8.6100 26.1732 0.907 -0.086 0.208
C 33.6779 -6.6505 26.2626 0.217 -0.226 0.059
C 33.9222 -6.7541 24.7661 0.879 0.708 0.008
H 32.0252 -4.4771 27.8088 -0.019 -0.136 -0.142
H 33.5435 -5.0091 28.5516 0.028 -0.085 -0.191
H 32.0848 -4.9939 29.4796 -0.053 -0.051 -0.025
H 32.8180 -7.3107 28.6759 -0.191 -0.090 0.165
H 31.1096 -6.8377 28.4152 -0.008 -0.271 -0.131
H 32.5994 -8.7673 25.6510 0.230 0.110 0.101
H 32.3128 -8.9011 27.4006 0.183 -0.124 -0.126
H 30.3276 -9.6713 26.2990 -0.104 -0.010 -0.200
H 29.9132 -8.0543 26.8616 -0.124 0.126 -0.195
H 30.4190 -8.3065 25.1363 -0.565 0.037 0.070
H 34.4047 -7.2910 26.7974 -0.195 -0.164 0.044
H 33.9490 -5.6398 26.5644 -0.092 0.058 -0.082
H 35.0062 -6.6739 24.6223 -0.023 0.077 -0.014
H 33.5108 -5.8684 24.2792 -0.256 -0.284 -0.276
H 33.6618 -7.6726 24.2444 -0.461 -0.012 0.242
N 36.0595 -5.2291 17.0871 0.554 0.064 0.479
C 36.6631 -6.1845 17.8457 -0.121 -0.412 0.212
C 37.8019 -6.6316 17.2146 -0.795 0.002 -0.231
C 37.8588 -5.9168 15.9827 0.358 -0.127 0.260
C 36.8450 -4.9891 15.9951 -0.333 -0.688 -0.686
H 35.2056 -4.7459 17.3670 0.123 0.239 -0.363
H 36.2071 -6.5581 18.7501 0.010 0.174 0.006
H 38.4006 -7.4503 17.5802 0.125 0.008 -0.188
H 38.5081 -6.1418 15.1508 0.259 0.376 0.101
H 36.6441 -4.2324 15.2555 -0.378 -0.021 0.058
N 37.0263 -8.0102 21.1350 -0.316 0.547 0.351
C 36.0508 -8.7066 21.7968 0.082 -0.157 -0.425
C 36.2659 -10.0379 21.5601 -0.428 -0.208 0.477
C 37.4585 -10.1629 20.8058 -0.370 0.298 -0.189
C 37.8608 -8.8782 20.5205 1.043 -0.878 0.285
H 37.1305 -7.0016 21.2054 0.039 -0.292 -0.189
H 35.2619 -8.2407 22.3623 0.011 0.238 -0.138
H 35.5624 -10.7859 21.8928 0.306 -0.253 0.039
H 37.9863 -11.0590 20.5278 -0.119 -0.050 -0.137
H 38.8170 -8.6175 20.0938 -0.220 0.471 -0.171
N 32.9526 -5.4482 19.4975 -0.156 -0.468 0.417
C 31.5973 -5.4526 19.5331 -0.455 -0.521 -0.282
C 31.1832 -6.2947 20.5486 0.136 0.880 0.293
C 32.3632 -6.7533 21.1879 0.454 0.346 0.770
C 33.4361 -6.1945 20.5192 -0.213 -0.226 -0.159
H 33.4969 -4.9889 18.7703 -0.226 0.232 -0.087
H 30.9822 -4.9563 18.8020 0.263 0.182 -0.106
H 30.1555 -6.3893 20.8608 0.018 -0.337 -0.011
H 32.4731 -7.2619 22.1339 -0.229 -0.319 -0.165
H 34.4993 -6.2732 20.6610 -0.057 -0.171 0.090
N 39.9405 -5.2342 21.3620 -0.380 -0.757 0.234
C 41.0152 -4.8857 22.1250 -0.012 0.325 -0.658
C 42.1187 -4.9671 21.3045 0.021 -0.005 0.794
C 41.7015 -5.5053 20.0641 0.377 0.370 -0.267
C 40.3392 -5.6557 20.1246 -0.004 0.088 0.205
H 38.9805 -5.3376 21.6706 0.204 0.212 0.168
H 40.9127 -4.6043 23.1587 -0.076 0.092 -0.006
H 43.1002 -4.6438 21.6132 0.129 -0.241 -0.164
H 42.3740 -5.6905 19.2421 -0.239 -0.101 -0.167
H 39.5961 -6.0227 19.4332 0.150 0.031 -0.166
N 34.7141 -1.1695 24.0211 0.044 -0.661 0.607
C 33.4981 -0.6379 24.3383 0.254 -0.194 -0.761
C 32.8047 -1.5858 25.0684 -0.185 0.553 0.708
C 33.6898 -2.6701 25.3006 0.037 -0.578 -0.806
C 34.8358 -2.4042 24.5788 0.147 0.418 0.297
H 35.4047 -0.6997 23.4353 -0.233 0.113 -0.051
H 33.2846 0.3638 24.0039 -0.257 -0.041 0.050
H 31.8737 -1.3950 25.5797 -0.114 -0.134 -0.169
H 33.5264 -3.5848 25.8470 -0.199 0.081 0.078
H 35.7376 -2.9743 24.4545 -0.024 -0.052 -0.016
N 38.1006 -6.5804 24.2383 0.254 0.312 0.069
C 38.8801 -7.7061 24.3568 -0.417 0.811 -0.645
C 39.7721 -7.4680 25.3671 0.643 -0.246 -0.029
C 39.5614 -6.1518 25.8538 -0.199 -0.245 -0.088
C 38.5323 -5.6236 25.1132 -0.317 -0.125 0.512
H 37.4946 -6.3400 23.4621 0.056 -0.311 0.170
H 38.7846 -8.4234 23.5562 0.122 -0.448 0.388
H 40.5846 -8.1092 25.6716 -0.142 -0.148 0.006
H 40.0961 -5.7066 26.6759 -0.081 0.177 -0.030
H 37.9712 -4.7123 25.2475 0.153 0.116 -0.160

Entry 4:
24
Properties=species:S:1:pos:R:3:forces:R:3 method="wB97M-V/def2-TZVPD" charge=-1 spin_multiplicity=2 relative_energy_kcal_mol=8.9
C 2.0340 -0.3265 -1.9790 -0.291 0.519 0.688
C 2.3767 0.6528 -0.9037 -0.179 0.076 -0.332
C 2.0063 1.9140 0.7692 -0.017 0.233 0.420
C 3.5568 1.2620 -0.6234 0.823 0.128 0.308
N 1.4071 1.0827 -0.0302 -0.011 0.164 0.126
N 3.3194 2.0685 0.4778 -0.255 -0.164 -0.213
H 1.5811 2.4734 1.5885 -0.242 -0.145 -0.028
H 2.8470 -0.4147 -2.6911 -0.061 -0.195 -0.189
H 1.0926 -0.0107 -2.4253 0.108 0.019 -0.337
H 3.9551 2.5944 1.0482 0.223 0.011 -0.235
H 4.5422 1.1863 -1.0557 -0.117 -0.046 -0.051
H 1.7942 -1.2610 -1.4896 0.146 -0.491 -0.113
C -1.5889 -1.2957 2.2367 -0.575 -0.687 -0.076
C -2.2909 -0.9178 0.9722 0.117 -0.157 -0.386
C -2.4318 -0.2650 -1.0727 0.299 0.172 0.166
C -3.5781 -1.1327 0.5626 -0.068 -0.076 0.370
N -1.5885 -0.3866 -0.0767 0.383 0.135 -0.002
N -3.6553 -0.6908 -0.7220 -0.503 -0.325 0.121
H -2.1645 0.1458 -2.0270 -0.245 0.011 -0.215
H -2.2083 -1.0825 3.1083 0.182 0.206 0.121
H -0.5999 -0.8629 2.3102 0.010 0.382 -0.010
H -4.5307 -0.7490 -1.2392 0.197 0.175 -0.375
H -4.4285 -1.6035 1.0240 -0.020 0.118 0.173
H -1.4471 -2.3806 2.2377 0.093 -0.064 0.069

no.,energy (eV)
1,-8497.3804
2,-46786.6868
3,-147524.7300
4,-14449.5549